{
  "formula": "C5H8O",
  "method": "wB97M-V/def2-TZVPD",
  "max_force_ha_per_bohr": 0.01390,
  "homo_energy_ev": -9.65,
  "multiplicity": 1,
  "smiles": "CC#C[C@@H](C)O",
  "homo_lumo_gap_ev": 10.506,
  "e_tot_ha": -270.46421,
  "symbols": ["C", "C", "C", "C", "C", "O", "H", "H", "H", "H", "H", "H", "H", "H"],
  "xyz": [[2.5446, 0.0947, 0.3109], [1.3877, -0.0550, -0.5620], [0.2304, -0.0059, -0.9030], [-1.1322, 0.3326, -0.4452], [-1.9777, -0.9014, -0.1787], [-0.9885, 0.9955, 0.8124], [3.0471, -0.8449, 0.5444], [2.1101, 0.4832, 1.2426], [3.2648, 0.8243, -0.0600], [-1.6323, 1.0053, -1.1537], [-1.3922, -1.6619, 0.3491], [-2.8155, -0.5940, 0.4519], [-2.3503, -1.3338, -1.1110], [-0.2961, 1.6613, 0.7023]],
  "forces_ev_per_a": [[0.215, 0.004, 0.021], [-0.567, 0.092, 0.042], [0.584, 0.083, 0.403], [-0.157, -0.183, -0.290], [-0.104, -0.035, -0.011], [-0.046, 0.294, 0.009], [0.014, 0.064, -0.134], [0.294, -0.074, -0.053], [0.052, -0.123, -0.018], [-0.013, -0.151, 0.044], [-0.102, 0.214, -0.057], [-0.009, -0.148, -0.136], [0.033, 0.069, 0.110], [-0.194, -0.106, 0.070]]
}

***

{
  "formula": "C5H8O",
  "method": "wB97M-V/def2-TZVPD",
  "max_force_ha_per_bohr": 0.01094,
  "homo_energy_ev": -9.54,
  "multiplicity": 1,
  "smiles": "CC#CCCO",
  "homo_lumo_gap_ev": 10.484,
  "e_tot_ha": -270.48108,
  "symbols": ["C", "C", "C", "C", "C", "O", "H", "H", "H", "H", "H", "H", "H", "H"],
  "xyz": [[-2.1153, 0.1288, -1.7353], [-1.2780, 0.1829, -0.5371], [-0.4998, 0.3347, 0.3721], [0.6299, 0.6044, 1.2650], [1.7894, -0.4081, 1.0458], [1.7535, -1.0613, -0.1983], [-1.4770, -0.0627, -2.6052], [-2.8813, -0.6500, -1.6900], [-2.6099, 1.0940, -1.8895], [0.9710, 1.6196, 1.0345], [0.3288, 0.6053, 2.3186], [2.7397, 0.1330, 1.0696], [1.7994, -1.1349, 1.8723], [0.8495, -1.3857, -0.3227]],
  "forces_ev_per_a": [[-0.051, 0.009, -0.078], [0.364, 0.104, 0.391], [-0.341, 0.018, -0.447], [0.013, 0.077, -0.012], [0.159, 0.101, 0.327], [-0.126, -0.124, -0.051], [-0.162, 0.005, 0.100], [0.113, 0.094, 0.053], [0.039, -0.182, 0.024], [0.002, -0.120, 0.039], [0.013, -0.042, -0.175], [-0.123, -0.100, 0.092], [-0.058, 0.070, -0.157], [0.158, 0.089, -0.106]]
}

***

{
  "formula": "C5H8O",
  "method": "wB97M-V/def2-TZVPD",
  "max_force_ha_per_bohr": 0.03847,
  "homo_energy_ev": -9.44,
  "multiplicity": 1,
  "smiles": "C=CCCC=O",
  "homo_lumo_gap_ev": 10.414,
  "e_tot_ha": -270.48078,
  "symbols": ["C", "C", "C", "C", "C", "O", "H", "H", "H", "H", "H", "H", "H", "H"],
  "xyz": [[1.5640, -0.9750, -0.9170], [0.3135, -1.1390, -0.4909], [-0.7826, -0.1614, -0.6234], [-0.9367, 0.9250, 0.4624], [0.0869, 1.0384, 1.5533], [0.8721, 1.9354, 1.6927], [2.3189, -1.6566, -0.5392], [1.8464, -0.3891, -1.7868], [0.0832, -2.1493, -0.1503], [-0.7647, 0.2680, -1.6320], [-1.7890, -0.5840, -0.6942], [-1.0472, 1.9195, 0.0185], [-1.9271, 0.8421, 0.9222], [0.1626, 0.1260, 2.1848]],
  "forces_ev_per_a": [[0.024, -0.685, -0.460], [0.307, -0.825, -0.107], [-1.535, 0.316, -1.207], [-0.760, 1.545, -0.127], [0.651, -1.211, -0.435], [-0.279, 0.300, 0.087], [-0.050, -0.284, -0.477], [0.087, 0.975, 0.738], [0.021, 0.451, 1.142], [0.639, 0.596, 0.236], [0.295, -0.814, 0.298], [0.503, -0.067, -0.272], [0.164, -0.513, 0.362], [-0.067, 0.218, 0.222]]
}